Computed, not measured: a cluster of 2 separate species, C25H29BFN4O2PS2 in total, with ωB97M-V with the def2-TZVPD basis set.

```
! RIJCOSX wB97M-V def2-TZVPD def2/J DEFGRID3
* xyz 0 1
C 0.055 -4.342 1.279
C 1.207 -4.400 0.110
O 2.223 -3.344 0.279
B 2.774 -2.909 -1.019
O 4.237 -3.128 -1.268
C 1.884 -2.149 -2.187
C 2.438 -2.313 -3.750
C 1.696 -1.619 -5.053
F 2.191 -1.743 -6.466
C 0.359 -0.703 -4.739
P -0.537 0.119 -6.232
S 0.616 1.496 -6.979
C -0.172 -0.517 -3.165
C 0.527 -1.225 -1.867
N 0.130 -1.115 -0.421
C 0.962 0.019 0.199
N 1.442 -0.351 1.584
C 2.952 -0.396 1.694
C -1.299 -0.710 -0.193
C -1.957 -1.145 1.282
C -3.513 -0.733 1.728
C -4.480 0.141 0.711
C -6.002 0.652 1.036
C -7.190 -0.414 1.509
C -8.683 0.214 1.757
N -9.125 1.642 1.610
C -8.028 2.596 1.227
C -6.456 2.257 0.915
C -3.820 0.516 -0.764
C -2.292 0.109 -1.200
S -1.692 0.611 -2.903
H 0.166 -3.319 1.839
H 0.122 -5.199 2.079
H -0.996 -4.331 0.747
H 0.643 -4.354 -0.934
H 1.811 -5.431 0.117
H 4.384 -4.016 -1.730
H 3.425 -2.943 -3.970
H -0.827 -0.975 -7.164
H -1.808 0.703 -5.836
H 1.807 0.252 -0.577
H 0.205 0.929 0.335
H 0.994 -1.252 1.923
H 3.380 -1.442 2.052
H 3.248 0.428 2.505
H 3.527 -0.097 0.716
H -1.358 -1.765 2.094
H -3.925 -1.072 2.788
H -6.875 -1.540 1.631
H -9.525 -0.569 2.082
H -8.340 3.744 1.121
H -5.700 3.120 0.620
H -4.507 1.116 -1.503
C 5.028 5.621 2.302
C 4.883 4.482 3.306
C 5.344 3.135 2.748
C 4.508 2.768 1.533
N 3.815 2.465 0.525
H 4.405 5.462 1.417
H 4.714 6.568 2.753
H 6.070 5.727 1.977
H 3.833 4.416 3.618
H 5.470 4.720 4.201
H 5.233 2.355 3.509
H 6.400 3.179 2.460
*
```

Calculated values
E_tot, Eh: -2601.0874
M, g/mol: 542.45
Largest force on an atom, eV/Å: 10.073
Gap between HOMO and LUMO, eV: 6.8
E_LUMO, eV: -1.3
HOMO energy, eV: -8.09